Entry 1:
DFT (ωB97M-V/def2-TZVPD) results for C3H29O12Y as an isolated structure in a non-equilibrium geometry.

Properties
Energy above the lowest of the compared OMol25 structures with the same formula, charge and spin (eV): 11.6566
Total energy (eV): -29169.61239
HOMO energy (eV): -14.7
Lowest unoccupied orbital energy (eV): -11.39
Total charge: +2

Last column: Löwdin charge in e.
Positions of all 45 atoms, in Å:
Y1 3.8568 -2.9874 2.6575  1.765
C1 -0.1483 1.3120 0.5270  -0.008
C2 -0.1867 -0.1240 1.1599  -0.455
C3 -1.3595 -1.0072 0.6407  -0.010
O1 0.9926 -0.8370 1.2554  -0.049
H1 0.3231 2.1612 1.0216  0.082
H2 -1.1318 1.7525 0.3635  0.091
H3 0.2481 1.3346 -0.4882  0.084
H4 -0.5166 0.0116 2.1898  0.189
H5 -1.1037 -1.3433 -0.3641  0.085
H6 -2.3455 -0.5449 0.6866  0.102
H7 -1.4803 -1.9513 1.1720  0.080
O2 2.3604 5.3385 -1.1056  -0.040
H8 1.5332 4.9332 -1.3658  0.021
H9 3.0213 4.9014 -1.6426  0.032
O3 3.2884 -0.0910 -2.2292  -0.049
H10 2.7639 0.0955 -1.4506  0.003
H11 3.6349 0.7608 -2.4948  0.042
O4 -4.1991 -5.1865 2.4527  -0.049
H12 -4.6422 -4.3588 2.6394  0.030
H13 -3.8734 -5.0879 1.5581  0.018
O5 -0.4748 -3.4091 -4.5843  -0.036
H14 -0.1582 -3.9535 -3.8633  0.030
H15 0.0283 -3.7012 -5.3444  0.049
O6 2.5433 5.0345 2.6341  -0.048
H16 1.6877 4.8507 3.0218  0.012
H17 2.4254 4.8625 1.6998  0.006
O7 -0.1151 3.7351 -3.9384  -0.053
H18 -0.5567 2.9392 -3.6421  0.011
H19 -0.5720 3.9774 -4.7438  0.039
O8 -3.7790 -2.5699 -3.5542  -0.035
H20 -3.0046 -3.0384 -3.8659  0.011
H21 -3.8595 -2.8242 -2.6349  0.024
O9 1.8226 -5.2963 1.5587  -0.093
H22 1.0175 -5.0742 1.0910  0.055
H23 1.9085 -6.2436 1.4521  0.065
O10 3.1033 -0.6766 4.9494  -0.099
H24 2.7775 -0.6229 5.8478  0.063
H25 3.0245 0.2157 4.6118  0.052
O11 -1.1792 4.7837 4.1562  -0.048
H26 -1.9683 5.3232 4.1060  0.041
H27 -1.4870 3.8924 3.9919  0.017
O12 -1.2849 -0.0589 -3.4070  -0.048
H28 -0.8106 -0.8530 -3.6531  0.010
H29 -2.1243 -0.3746 -3.0726  0.014


Entry 2:
DFT (ωB97M-V/def2-TZVPD) results for F4LiN4O14S4 as an isolated structure in a non-equilibrium geometry.

Properties
Energy above the lowest of the compared OMol25 structures with the same formula, charge and spin (eV): 0.0000
Total energy (eV): -89035.23535
HOMO energy (eV): -0.4
Lowest unoccupied orbital energy (eV): 6.62
Total charge: -3

Last column: Löwdin charge in e.
Positions of all 27 atoms, in Å:
Li1 -0.4245 -0.6249 -0.0504  0.632
N1 -1.9910 -0.3109 -1.1960  -0.310
S1 -2.2882 1.2292 -1.6001  0.471
O1 -2.4342 2.1118 -0.4741  -0.267
O2 -2.9417 1.4735 -2.8634  -0.311
F1 -0.7835 1.5753 -2.0541  -0.207
S2 -3.5978 -0.5349 -0.7063  0.526
O3 -4.6230 -0.3269 -1.7061  -0.314
O4 -3.9123 -0.1525 0.6337  -0.267
F2 -3.5782 -2.1445 -0.6121  -0.207
N2 3.7325 0.2658 0.2654  -0.266
S3 4.0537 1.4218 1.4100  0.534
O5 2.9705 2.0720 2.1207  -0.291
O6 5.2241 2.2155 1.0589  -0.341
F3 4.6531 0.3895 2.4670  -0.218
S4 2.4853 0.9325 -0.4110  0.479
O7 2.6042 2.2884 -0.8981  -0.300
O8 1.2194 0.4353 0.0924  -0.347
F4 2.5591 0.1735 -1.8213  -0.200
N3 1.0168 -2.9237 -1.2558  -0.617
O9 0.4682 -1.8242 -1.5487  -0.133
O10 1.6120 -3.0536 -0.1709  -0.053
O11 0.9504 -3.8719 -2.0636  -0.090
N4 -1.7539 -0.2038 2.8519  -0.609
O12 -1.9954 -1.2452 3.5000  -0.082
O13 -2.0828 0.9187 3.2800  -0.061
O14 -1.1428 -0.2856 1.7519  -0.149


> Look up the energy above the lowest of the compared OMol25 structures with the same formula, charge and spin of the first one.

11.6566 eV


> Which formula does entry 2 have?

F4LiN4O14S4


> Look up the total charge of the first one.

+2